1.
Density functional theory data (ωB97M-V/def2-TZVPD) for C21H23NiO5S as an isolated structure.

Output
LUMO (alpha / beta)	2.86 / 2.86	eV
E_tot	-84265.1226	eV
HOMO energy (alpha / beta)	-4.03 / -4.02	eV
charge	-1

Last column: Löwdin charge in e.
CARTESIAN COORDINATES (ANGSTROEM)
Ni 0.16458 0.26138 -0.14831  0.23
C -0.04319 2.59125 -2.77780  -0.08
O -0.54102 2.35370 -1.47667  -0.24
C -0.88826 3.50788 -0.76677  -0.22
C -1.49185 3.05107 0.54007  -0.17
O -0.62122 2.19108 1.25423  -0.17
C 0.43292 2.83418 1.93484  -0.19
C 1.33968 1.73361 2.42612  -0.19
O 1.91248 1.02315 1.34334  -0.21
C 3.02240 1.70558 0.76444  -0.08
H -0.74595 3.21229 -3.34544  0.09
H 0.05302 1.62159 -3.25874  0.07
H 0.93632 3.07755 -2.73823  0.10
H -1.63582 4.10226 -1.31427  0.13
H -0.00897 4.15044 -0.60950  0.12
H -2.38436 2.46051 0.33663  0.14
H -1.76646 3.91883 1.15397  0.13
H 0.04421 3.41742 2.78077  0.13
H 0.97587 3.51407 1.26935  0.11
H 0.74967 1.00735 2.98472  0.12
H 2.12181 2.15224 3.07092  0.12
H 3.76313 1.91093 1.54539  0.09
H 2.71886 2.64429 0.29237  0.09
H 3.42937 1.07102 -0.01016  0.08
O 3.14243 0.75372 -2.96066  0.00
C 2.15528 0.18054 -2.50350  -0.62
O 1.70650 0.37943 -1.32311  -0.12
C 1.38041 -0.77787 -3.37438  -0.15
C 2.02263 -1.20180 -4.54377  -0.04
C 1.45152 -2.11199 -5.40934  -0.11
C 0.19202 -2.62239 -5.09873  -0.12
C -0.45905 -2.20690 -3.95715  -0.15
C 0.09978 -1.26446 -3.06677  -0.56
S -0.97108 -0.79657 -1.74705  0.75
H 3.00059 -0.78139 -4.73688  0.11
H 1.97426 -2.42659 -6.30441  0.09
H -0.28197 -3.34881 -5.74951  0.09
H -1.43853 -2.60269 -3.71815  0.08
C -0.56804 -0.82115 1.22314  -0.08
C -1.01579 -1.53765 2.09951  -0.12
C -1.55633 -2.44518 3.07222  -0.27
C -1.29118 -2.29318 4.43680  -0.06
C -1.81527 -3.17401 5.37180  -0.11
C -2.62086 -4.23084 4.96744  -0.12
C -2.89413 -4.39351 3.61359  -0.11
C -2.36996 -3.51423 2.67888  -0.04
H -0.66239 -1.47046 4.75269  0.10
H -1.59252 -3.03378 6.42284  0.09
H -3.02727 -4.92059 5.69638  0.09
H -3.52015 -5.21335 3.28273  0.09
H -2.57815 -3.63796 1.62418  0.11



2.
Density functional theory data (ωB97M-V/def2-TZVPD) for C21H24B11Br6Cl2N3O2SV as an isolated structure.

Output
LUMO (alpha / beta)	-7.73 / -9.18	eV
E_tot	-519991.5442	eV
HOMO energy (alpha / beta)	-13.53 / -13.53	eV
charge	+2
2S+1	4
energy relative to the best compared isomer or geometry (same formula, charge and spin)	0.8	kcal/mol

Last column: Löwdin spin population.
CARTESIAN COORDINATES (ANGSTROEM)
V -0.50265 1.11827 0.41123  2.04
Br -2.56295 0.95021 -1.03778  -0.01
B -1.63406 0.61959 -2.79686  0.00
B -2.23933 1.28020 -4.28540  0.00
C -0.83823 1.44300 -5.22499  0.00
B -0.71080 1.87665 -3.60258  0.00
B 0.62446 1.06377 -4.45935  0.00
B -0.08544 -0.02273 -5.66264  0.00
B -1.85350 0.11235 -5.55738  0.00
B -2.36561 -0.46842 -3.96857  0.00
Br -4.07225 -1.28794 -3.61703  0.00
B -1.02339 -1.28434 -4.83244  0.00
Br -1.20242 -3.06282 -5.52139  0.00
B 0.52019 -0.68622 -4.14355  0.00
Br 2.11707 -1.75771 -3.98325  0.00
B 0.09765 0.49171 -2.91185  0.01
Br 1.27078 0.67014 -1.26337  0.00
B -0.89156 -0.96880 -3.10016  0.00
Br -0.90228 -2.33644 -1.73333  0.00
H -3.14896 2.02097 -4.38857  0.00
H -0.81934 2.24469 -5.94753  0.00
H -0.60699 2.99663 -3.24660  0.00
H 1.62039 1.64860 -4.68723  0.00
H 0.44399 -0.13791 -6.70590  0.00
H -2.50739 0.07444 -6.53342  0.00
Cl -0.77022 2.38869 3.67666  0.03
C -1.35363 3.78163 2.89195  0.11
C -1.94357 4.80213 3.59275  0.05
C -2.42760 5.93931 2.92128  0.22
Cl -3.12220 7.15818 3.84650  0.12
C -2.33811 6.06390 1.49865  0.01
C -2.82182 7.16697 0.77678  0.03
C -2.67495 7.16343 -0.58945  0.02
C -2.05556 6.07326 -1.21283  0.01
N -1.59148 5.02232 -0.55868  0.05
C -1.73240 5.02237 0.77017  0.02
C -1.22225 3.86376 1.47553  0.19
O -0.65425 2.92672 0.80605  0.13
H -2.04494 4.75308 4.66836  0.00
H -3.29583 8.00017 1.27634  0.00
H -3.03200 7.99216 -1.18476  0.00
H -1.93346 6.05976 -2.28937  0.00
C 4.27907 0.13711 2.86813  0.00
C 4.39875 -0.83239 1.69981  0.00
C 3.36844 -1.94856 1.72815  0.00
N 2.03703 -1.36846 1.44033  0.00
C 0.86577 -1.78341 1.81445  0.00
S -0.62392 -0.83986 1.63469  -0.04
N 0.67352 -2.97087 2.40279  0.00
C 1.35320 -4.20496 2.01153  0.00
O 2.01037 -4.20063 1.01248  0.00
C 0.97662 -5.37223 2.82443  0.00
C 1.12440 -6.62856 2.23720  0.00
C 0.79921 -7.75963 2.96412  0.00
C 0.34231 -7.63784 4.27002  0.00
C 0.20873 -6.38835 4.86157  0.00
C 0.52104 -5.25002 4.13803  0.00
H 4.95694 0.98098 2.75173  0.00
H 4.51958 -0.35395 3.81146  0.00
H 3.26570 0.54099 2.96273  0.00
H 5.38216 -1.30253 1.68937  0.00
H 4.32373 -0.30287 0.74238  0.00
H 3.30208 -2.40404 2.71875  0.00
H 3.57113 -2.73186 1.00099  0.00
H 2.06493 -0.48910 0.94651  0.00
H -0.23335 -3.11058 2.82939  0.00
H 1.48641 -6.70332 1.22088  0.00
H 0.90178 -8.73802 2.51573  0.00
H 0.09311 -8.52650 4.83450  0.00
H -0.12990 -6.30486 5.88480  0.00
H 0.44803 -4.28136 4.61708  0.00



3.
Density functional theory data (ωB97M-V/def2-TZVPD) for C21H24BN7PdS as an isolated structure.

Output
LUMO (alpha / beta)	-6.52 / -9.48	eV
E_tot	-47569.5919	eV
HOMO energy (alpha / beta)	-14.11 / -14.01	eV
charge	+2
2S+1	5
energy relative to the best compared isomer or geometry (same formula, charge and spin)	69.3	kcal/mol

Last column: Löwdin spin population.
CARTESIAN COORDINATES (ANGSTROEM)
Pd 0.06531 -0.08316 0.12767  1.71
B 2.71830 -2.65093 0.25464  0.00
N 1.18091 -2.98984 0.08661  0.01
C 0.75057 -4.25078 0.07869  0.06
C -0.63883 -4.26558 -0.05284  0.02
C -0.98802 -2.93691 -0.10464  0.03
N 0.12550 -2.16768 -0.02568  0.23
N 2.99136 -1.10285 0.44204  0.01
C 4.20496 -0.65070 0.75520  0.05
C 4.16138 0.73750 0.89170  0.02
C 2.84641 1.06005 0.65252  0.03
N 2.14270 -0.06456 0.37488  0.23
H 3.07502 -3.18532 1.27142  0.00
H 3.29669 -3.02193 -0.72388  0.00
H 1.45880 -5.05968 0.15658  0.00
H -1.28297 -5.12575 -0.09380  0.00
H -1.95755 -2.47713 -0.19373  0.00
H 5.02627 -1.34200 0.85268  0.00
H 4.97482 1.39658 1.13737  0.00
H 2.35448 2.01781 0.66001  0.00
S -0.85080 -0.11393 4.74838  0.02
C 0.39049 -1.23509 4.42835  0.28
C 0.75289 -1.31608 3.08207  0.07
C 0.01324 -0.45626 2.29656  0.44
C -0.92896 0.28957 3.07119  0.29
C -1.81380 1.24781 2.49024  0.02
C -2.74385 1.98901 3.22008  0.10
C -3.55309 2.89351 2.54579  -0.01
C -3.40482 3.02409 1.17904  0.11
C -2.44596 2.24243 0.51739  0.02
N -1.67443 1.38236 1.14474  0.11
H 0.81609 -1.80178 5.24573  0.01
H 1.52632 -1.98384 2.72621  0.00
H -2.83471 1.86258 4.29102  0.00
H -4.28405 3.48278 3.08190  0.00
H -4.01361 3.71598 0.61391  0.01
H -2.30549 2.32094 -0.55418  0.00
C -3.52125 -2.42109 -3.44174  0.00
C -2.86861 -1.05731 -3.68050  0.00
C -2.06406 -0.63162 -2.53352  0.00
N -1.44396 -0.31306 -1.62342  0.06
H -4.10054 -2.69422 -4.32064  0.00
H -4.19367 -2.39230 -2.58600  0.00
H -2.76886 -3.19054 -3.27700  0.00
H -3.60974 -0.27782 -3.86404  0.00
H -2.20055 -1.07949 -4.54358  0.00
C 2.78390 4.21787 -2.15560  0.00
C 1.53856 3.58350 -2.77959  0.00
C 0.96330 2.55158 -1.91475  0.00
N 0.52531 1.75172 -1.22006  0.06
H 3.17532 4.97071 -2.83578  0.00
H 3.55982 3.47262 -1.98885  0.00
H 2.54778 4.70292 -1.20995  0.00
H 1.76862 3.10396 -3.73292  0.00
H 0.75705 4.32136 -2.96792  0.00



4.
Density functional theory data (ωB97M-V/def2-TZVPD) for C21H24BrN6S4Ti as an isolated structure.

Output
LUMO (alpha / beta)	-2.93 / -2.97	eV
E_tot	-167600.8074	eV
HOMO energy (alpha / beta)	-10.40 / -11.16	eV
charge	+1
2S+1	3
energy relative to the best compared isomer or geometry (same formula, charge and spin)	23.5	kcal/mol

Last column: Löwdin spin population.
CARTESIAN COORDINATES (ANGSTROEM)
Ti -0.67901 0.06131 -0.47815  1.82
C 3.19695 -0.72288 -1.24646  0.00
C 3.47100 -1.39273 0.09609  0.00
S 2.22817 -2.66663 0.39852  0.00
C 2.28704 -2.92644 2.18221  0.00
C 2.21373 -1.67323 3.04418  0.00
S 0.93682 -0.51125 2.49339  0.01
C 1.75622 1.00896 3.01707  0.00
C 0.91152 2.22773 2.69293  0.00
S 0.14614 2.27943 1.05861  0.02
C 1.44810 2.86643 -0.05691  0.00
C 2.53031 1.86751 -0.43141  0.00
S 1.82581 0.46700 -1.32300  0.02
H 2.99691 -1.46674 -2.01887  0.00
H 4.06692 -0.15101 -1.57283  0.00
H 3.46760 -0.64998 0.89504  0.00
H 4.46051 -1.85204 0.06061  0.00
H 3.17818 -3.49397 2.45311  0.00
H 1.42563 -3.57062 2.37194  0.00
H 3.16460 -1.13931 3.02349  0.00
H 2.02672 -1.95657 4.07980  0.00
H 2.73416 1.06173 2.53706  0.00
H 1.91951 0.96637 4.09485  0.00
H 1.48816 3.14283 2.83333  0.00
H 0.06092 2.27692 3.37396  0.00
H 1.89446 3.75995 0.38094  0.00
H 0.91633 3.19154 -0.95111  0.00
H 3.02829 1.49213 0.46203  0.00
H 3.27947 2.33797 -1.06872  0.00
N -3.93591 -3.71633 -2.52000  0.00
C -3.95860 -2.56163 -2.55357  0.00
N -3.97559 -1.22587 -2.62092  0.00
C -3.34350 -0.62762 -1.68632  0.01
N -2.78945 -0.02992 -0.83722  0.01
Br -0.44458 -2.40999 -1.87508  0.01
C -1.26500 -2.86841 -0.20482  0.01
C -1.84672 -4.10738 -0.03256  0.00
C -2.47291 -4.32120 1.18761  0.00
C -2.49915 -3.30894 2.13513  0.00
C -1.90876 -2.09636 1.83773  0.01
N -1.28622 -1.87666 0.67238  0.01
H -1.84823 -4.83838 -0.82604  0.00
H -2.95789 -5.26774 1.38423  0.00
H -2.99240 -3.44918 3.08592  0.00
H -1.93342 -1.26477 2.52974  0.00
N -3.94243 5.69262 -1.16375  0.00
C -3.26992 4.88690 -1.62762  0.00
C -2.42368 3.87154 -2.20298  0.00
C -2.17846 3.81515 -3.56946  0.00
C -1.36645 2.80139 -4.04385  0.00
C -0.82392 1.90388 -3.14296  0.01
N -1.03619 1.96207 -1.82152  0.01
C -1.84861 2.92138 -1.36971  0.01
H -2.62422 4.54013 -4.23675  0.00
H -1.15510 2.70027 -5.09811  0.00
H -0.17987 1.10289 -3.48561  0.00
H -2.07399 2.93775 -0.31559  0.00



5.
Density functional theory data (ωB97M-V/def2-TZVPD) for C21H24Cl4CrF4N2O2Si as an isolated structure.

Output
LUMO (alpha / beta)	2.55 / 2.54	eV
E_tot	-126504.3626	eV
HOMO energy (alpha / beta)	-4.32 / -4.45	eV
charge	-1
2S+1	4

Last column: Löwdin spin population.
CARTESIAN COORDINATES (ANGSTROEM)
Cr 0.15605 -0.17842 -0.03326  2.96
C -3.33238 2.11407 -1.33590  0.00
C -1.99550 1.60365 -0.80370  0.00
N -1.72811 0.15400 -1.01317  -0.01
C -1.84649 -0.21323 -2.44565  0.00
C -0.95368 0.59421 -3.37994  0.00
C -2.65106 -0.71363 -0.24064  0.00
C -2.38585 -0.65768 1.25351  0.00
N -0.95920 -0.84547 1.43114  0.01
C -0.39051 -0.87712 2.65478  0.00
C 1.01618 -0.79827 2.72650  0.01
F 1.68801 -0.61829 1.54312  0.01
C 1.73568 -0.86797 3.88680  0.00
F 3.07479 -0.79430 3.83347  0.00
C 1.10426 -1.00473 5.11032  0.01
C -0.27394 -1.05459 5.08307  0.00
F -0.94497 -1.18074 6.24408  0.00
C -1.00620 -0.99045 3.91523  0.01
F -2.35578 -1.05482 4.01661  0.00
H -3.44149 3.15537 -1.03219  0.00
H -4.18222 1.56157 -0.93174  0.00
H -3.38416 2.07952 -2.42546  0.00
H -1.90976 1.80711 0.26081  0.00
H -1.17965 2.14521 -1.28170  0.00
H -2.89694 -0.10973 -2.74066  0.00
H -1.59225 -1.26751 -2.51486  0.00
H -1.41019 1.54394 -3.66631  0.00
H -0.77247 0.02351 -4.29212  0.00
H 0.01104 0.79790 -2.91343  0.00
H -2.47051 -1.73496 -0.58097  0.00
H -3.69501 -0.46517 -0.45418  0.00
H -2.98128 -1.44068 1.72870  0.00
H -2.71808 0.30163 1.67147  0.00
H 1.65695 -1.05437 6.03578  0.00
Cl 4.40504 4.95951 -1.37823  0.00
C 3.18904 3.98708 -0.61712  0.00
C 2.68583 4.33536 0.62514  0.00
Cl 3.27235 5.74655 1.43982  0.00
C 1.70073 3.53754 1.22456  0.00
Cl 1.04041 3.94893 2.77522  0.00
C 1.21189 2.38809 0.60512  0.00
O 0.28576 1.61529 1.10345  0.02
C 1.75898 2.01985 -0.66114  0.00
O 1.29129 0.91195 -1.21272  0.03
C 2.71290 2.83028 -1.25416  0.00
Cl 3.30308 2.36570 -2.81888  0.00
C 1.97086 -3.33987 0.01925  -0.01
Si 0.90327 -2.22232 -1.10202  -0.05
C -0.35254 -3.52108 -1.76326  -0.01
C 2.03059 -1.89680 -2.60630  -0.01
H 2.39342 -4.15205 -0.58056  0.00
H 1.37795 -3.78699 0.82420  0.00
H 2.79685 -2.79398 0.48307  0.00
H 0.20332 -4.42096 -2.04525  0.00
H -0.90182 -3.19102 -2.64999  0.00
H -1.08433 -3.80907 -1.00047  0.00
H 2.07383 -2.76570 -3.27147  0.00
H 3.04560 -1.67580 -2.26378  0.00
H 1.70040 -1.03004 -3.18398  0.00



6.
Density functional theory data (ωB97M-V/def2-TZVPD) for C21H24ClN5O2 as an isolated structure.

Output
LUMO	-0.44	eV
E_tot	-46213.6655	eV
HOMO energy	-7.93	eV
energy relative to the best compared isomer or geometry (same formula, charge and spin)	471.9	kcal/mol

Last column: Löwdin charge in e.
CARTESIAN COORDINATES (ANGSTROEM)
C -1.87715 -5.98897 -1.17770  -0.06
H -1.06500 -6.73458 -1.18136  0.08
H -2.39174 -6.12138 -0.35648  0.01
H -2.59136 -6.33581 -2.06820  0.13
O -1.72496 -4.58457 -1.72193  -0.13
C -0.71582 -3.93596 -0.64530  -0.12
C 0.66874 -4.05558 -0.65280  -0.20
C 1.50409 -3.48063 -0.03816  -0.19
N 1.04337 -2.71315 0.96491  0.16
C -0.33763 -2.62954 1.17180  -0.12
C -0.98724 -3.19936 0.25904  -0.26
C -2.57942 -2.92092 0.29172  0.01
H -3.36455 -3.30329 -0.55470  0.14
H -2.82338 -2.00008 0.59418  -0.05
H -3.10795 -3.55253 1.13808  0.11
C -0.69031 -1.61670 2.41721  -0.04
N -0.76762 -0.30262 1.95493  0.01
C -1.65885 0.50085 1.51061  -0.31
N -2.86832 -0.01682 1.24035  0.17
C -3.63611 1.07396 0.97411  -0.30
N -3.35632 2.35323 0.40886  0.05
C -1.91225 2.69869 0.70759  -0.55
C -0.99939 1.70086 1.07614  -0.13
C 0.39967 1.70729 1.44392  -0.29
C 0.63866 0.39243 1.49287  0.13
H 1.47065 -0.11200 2.04162  0.13
C 1.03378 2.75502 1.12107  0.01
C 2.09100 3.55959 0.81412  0.06
C 2.89948 4.79901 0.76422  -0.07
H 2.49699 5.59361 1.23455  0.07
H 3.94748 4.42329 0.98536  0.12
C 2.99046 5.08896 -0.97622  -0.67
C 1.73804 5.47119 -1.42806  -0.06
H 1.68995 5.75580 -2.48951  0.12
H 0.88655 4.81227 -1.24822  0.08
H 1.59191 6.34324 -0.97397  0.06
C 3.49769 3.78995 -1.77415  0.03
H 2.90670 2.97305 -1.27248  0.08
H 3.74427 4.04498 -2.65347  -0.02
H 4.66571 3.53156 -1.13004  0.16
O 3.89405 6.05129 -0.84097  -0.09
H 4.99538 5.91915 -0.54955  0.25
Cl -1.65020 4.31126 0.11918  0.70
N -5.15349 0.89145 0.86884  0.13
H -5.27975 -0.05383 0.81294  0.02
H -5.72069 1.33448 0.30967  -0.01
H -1.85597 -1.92417 2.66009  0.18
H -0.19951 -1.91812 3.20995  0.06
H 2.63997 -3.62582 -0.08092  0.17
C 1.43132 -4.88722 -1.90821  -0.01
H 1.58318 -6.02449 -1.63043  0.08
H 2.26308 -4.56720 -2.35319  -0.02
H 0.60279 -5.27110 -2.88191  0.15